No. 1
Molecular formula: C3H4N2O
Method: DFT, wB97M-V/def2-TZVPD

```
! RIJCOSX wB97M-V def2-TZVPD def2/J DEFGRID3
* xyz 0 1
N -2.646 -0.358 0.444
C -1.542 0.011 0.112
C -0.368 0.452 -0.296
C 0.729 -0.407 0.159
N 1.939 -0.125 -0.398
O 0.532 -1.368 0.887
H -3.157 0.379 0.916
H -0.301 1.240 -1.042
H 2.719 -0.614 0.008
H 2.094 0.789 -0.791
*
```

The LUMO energy comes out at 0.654 eV. Its SMILES is N=C=CC(N)=O. The HOMO-LUMO gap is 9.98 eV.

---

No. 2
Molecular formula: C22H22Cl2N6O2S2TeV
Method: DFT, wB97M-V/def2-TZVPD

```
! RIJCOSX wB97M-V def2-TZVPD def2/J DEFGRID3
* xyz 1 3
V -0.337 0.364 -0.515
C -4.870 -1.694 2.171
S -4.336 0.016 2.003
C -2.829 -0.147 1.181
S -2.035 1.371 0.811
N -2.375 -1.354 0.938
N -1.180 -1.307 0.242
C -0.533 -2.393 0.073
C 0.692 -2.308 -0.753
C 1.445 -3.407 -1.106
C 2.510 -3.237 -1.982
C 2.792 -1.975 -2.473
C 2.019 -0.910 -2.041
N 1.003 -1.067 -1.193
H -5.813 -1.651 2.714
H -4.142 -2.271 2.733
H -5.025 -2.139 1.192
H -0.904 -3.327 0.483
H 1.191 -4.382 -0.712
H 3.107 -4.087 -2.284
H 3.589 -1.810 -3.183
H 2.207 0.100 -2.386
N 0.925 -0.067 4.820
C 1.411 0.153 3.577
C 0.548 0.153 2.459
N 1.003 0.357 1.237
C 2.331 0.558 1.100
C 3.158 0.561 2.199
N 2.714 0.364 3.439
H -0.059 -0.141 4.996
H 1.557 0.007 5.598
H -0.516 0.008 2.585
H 2.725 0.716 0.106
H 4.219 0.740 2.080
Cl 0.620 2.480 -4.120
C -0.786 1.362 -4.271
Cl -0.216 -0.254 -4.689
C -1.542 1.453 -2.934
O -2.274 2.380 -2.739
O -1.260 0.476 -2.082
H -1.407 1.725 -5.080
C -0.574 4.496 -1.186
Te 0.770 2.880 -0.857
C 0.824 3.691 1.114
C 0.664 5.172 0.873
C 1.179 6.129 1.736
C 0.989 7.478 1.471
C 0.289 7.872 0.339
C -0.216 6.919 -0.534
C -0.039 5.568 -0.267
H -1.572 4.154 -0.918
H -0.573 4.785 -2.233
H 1.744 3.433 1.632
H -0.024 3.289 1.672
H 1.735 5.822 2.614
H 1.396 8.221 2.143
H 0.146 8.923 0.129
H -0.741 7.227 -1.431
*
```

The LUMO energy (alpha / beta) comes out at -3.834 / -4.043 eV. The HOMO-LUMO gap (alpha / beta) is 7.33 / 7.20 eV.

---

No. 3
Molecular formula: C24H66O30P6
Method: DFT, wB97M-V/def2-TZVPD

```
! RIJCOSX wB97M-V def2-TZVPD def2/J DEFGRID3
* xyz 0 1
C -9.671 4.622 6.632
O -9.813 3.291 6.908
P -8.523 2.486 7.506
O -8.837 1.134 8.054
O -7.466 2.401 6.285
C -7.515 1.343 5.363
O -7.782 3.516 8.555
C -8.367 3.663 9.835
H -9.965 5.318 7.417
H -10.156 4.814 5.674
H -8.655 4.934 6.386
H -8.491 0.861 5.309
H -6.794 0.556 5.587
H -7.349 1.635 4.326
H -8.265 2.903 10.609
H -9.426 3.896 9.719
H -8.028 4.591 10.296
C 2.416 -3.414 -9.619
O 2.430 -2.603 -8.416
P 3.749 -2.379 -7.541
O 5.055 -2.318 -8.253
O 3.674 -3.532 -6.332
C 4.311 -4.838 -6.300
O 3.360 -1.012 -6.732
C 3.692 0.238 -7.292
H 1.839 -2.977 -10.434
H 1.976 -4.396 -9.443
H 3.430 -3.619 -9.962
H 3.706 -5.525 -6.891
H 4.449 -5.225 -5.290
H 5.308 -4.867 -6.738
H 4.736 0.546 -7.218
H 3.074 0.928 -6.717
H 3.326 0.158 -8.315
C -2.613 -2.473 -8.977
O -2.268 -3.855 -8.852
P -3.186 -4.770 -7.912
O -4.551 -4.926 -8.378
O -3.013 -4.179 -6.388
C -4.114 -3.741 -5.634
O -2.390 -6.182 -7.905
C -1.291 -6.516 -6.940
H -2.846 -2.008 -8.019
H -3.451 -2.419 -9.672
H -1.714 -1.981 -9.347
H -5.019 -4.119 -6.110
H -3.942 -2.665 -5.596
H -3.960 -3.944 -4.574
H -0.463 -6.740 -7.612
H -1.533 -7.352 -6.284
H -0.970 -5.673 -6.328
C -2.080 4.716 -4.381
O -0.787 4.712 -4.906
P 0.176 6.046 -4.913
O -0.510 7.307 -5.363
O 0.634 6.164 -3.374
C 1.362 5.134 -2.869
O 1.502 5.600 -5.769
C 2.439 6.637 -6.093
H -2.773 4.429 -5.172
H -2.485 5.678 -4.065
H -2.057 3.996 -3.564
H 1.610 4.355 -3.589
H 1.020 4.740 -1.912
H 2.278 5.603 -2.510
H 2.356 7.619 -5.626
H 2.478 6.620 -7.182
H 3.481 6.410 -5.867
C 3.577 -4.056 -0.769
O 3.735 -5.410 -0.290
P 2.620 -6.514 -0.508
O 1.658 -6.231 -1.581
O 3.468 -7.902 -0.575
C 4.501 -8.142 0.319
O 1.862 -6.498 0.972
C 1.003 -5.409 1.304
H 2.591 -4.000 -1.231
H 4.409 -3.655 -1.347
H 3.666 -3.501 0.165
H 5.287 -8.546 -0.320
H 4.242 -8.866 1.091
H 4.907 -7.284 0.854
H 0.055 -5.624 1.797
H 0.815 -4.746 0.460
H 1.505 -4.821 2.073
C 2.753 4.953 6.276
O 2.783 6.390 6.283
P 3.449 7.226 7.460
O 3.237 6.710 8.818
O 5.014 7.237 6.954
C 5.415 7.834 5.679
O 2.977 8.788 7.294
C 3.689 9.713 8.024
H 3.122 4.501 7.197
H 3.268 4.529 5.414
H 1.742 4.551 6.209
H 4.534 8.044 5.072
H 5.960 7.095 5.092
H 6.118 8.667 5.690
H 4.444 9.366 8.731
H 2.981 10.335 8.571
H 4.201 10.429 7.381
C -1.100 0.265 2.249
O -1.435 -0.124 0.924
C -0.682 0.244 -0.078
O 0.277 1.004 0.037
O -1.105 -0.369 -1.230
C -0.466 -0.120 -2.443
H -2.078 0.219 2.728
H -0.779 1.305 2.312
H -0.329 -0.395 2.645
H 0.599 0.105 -2.395
H -0.931 0.660 -3.046
H -0.603 -1.027 -3.031
C 3.099 -3.944 6.147
O 2.529 -4.475 7.388
C 1.209 -4.507 7.620
O 0.272 -4.150 6.911
O 1.044 -5.052 8.795
C -0.199 -5.619 9.209
H 2.999 -4.594 5.277
H 4.166 -3.722 6.147
H 2.758 -2.934 5.921
H -0.889 -4.821 9.484
H -0.068 -6.181 10.134
H -0.622 -6.277 8.450
*
```

The LUMO energy comes out at 0.044 eV. Its SMILES is COP(=O)(OC)OC.COP(=O)(OC)OC.COP(=O)(OC)OC.COP(=O)(OC)OC.COP(=O)(OC)OC.COP(=O)(OC)OC.COC(=O)OC.COC(=O)OC. The HOMO-LUMO gap is 10.70 eV.

---

No. 4
Molecular formula: C2HCl2F4NS
Method: DFT, wB97M-V/def2-TZVPD

```
! RIJCOSX wB97M-V def2-TZVPD def2/J DEFGRID3
* xyz 0 1
F -0.459 -2.043 0.178
C 0.499 -1.451 -0.399
F 0.416 -1.733 -1.681
F 1.628 -1.869 0.134
N 0.430 0.188 -0.226
S 1.432 0.791 1.046
C -0.772 0.962 -0.340
F -1.643 0.569 -1.336
Cl -0.296 2.587 -0.596
Cl -1.898 0.727 1.220
H 0.663 1.273 2.000
*
```

The LUMO energy comes out at 0.212 eV. Its SMILES is FC(F)(F)N(S)C(F)(Cl)Cl. The HOMO-LUMO gap is 9.86 eV.

---

No. 5
Molecular formula: C5H6AsAuN2S4
Method: DFT, wB97M-V/def2-TZVPD

```
! RIJCOSX wB97M-V def2-TZVPD def2/J DEFGRID3
* xyz -2 1
Au 5.778 7.592 5.105
S 8.639 3.613 4.297
As 8.018 5.573 4.812
S 6.218 5.513 6.190
S 9.373 7.052 5.434
S 6.899 6.647 3.142
N 7.644 9.934 6.144
C 6.556 10.440 5.589
C 6.379 11.842 5.511
C 5.555 12.406 4.579
C 4.501 11.528 4.116
C 4.564 10.195 4.414
N 5.577 9.601 5.118
H 8.355 10.651 6.419
H 7.996 8.957 5.952
H 6.978 12.387 6.181
H 5.671 13.459 4.226
H 3.599 11.963 3.696
H 3.629 9.590 4.117
*
```

The LUMO energy comes out at 4.728 eV. The HOMO-LUMO gap is 4.36 eV.

---

Short version: calculated total energy = -8202.499, -115899.864, -143124.909, -50328.924, -116136.086 eV, in the order given.
Short version: energy above the lowest of the compared OMol25 structures with the same formula, charge and spin = 133.7, 0.0, 16.9, 37.4, 13.9 kJ/mol, in the order given.